# 1
{
  "formula": "C2H9NO3",
  "method": "ωB97M-V/def2-TZVPD",
  "homo_energy_ev": -10.10,
  "energy_ev": -9852.2238,
  "orbital_gap_ev": 10.7919,
  "de_lowest_ev": 1.423,
  "smiles": "CNC=O.O.O",
  "symbols": ["C", "N", "C", "O", "H", "H", "H", "H", "H", "H", "H", "O", "H", "H", "O"],
  "xyz": [[-0.5543, 1.9807, 1.5654], [-1.7634, 1.4371, 1.8314], [-2.0056, 0.0381, 1.4582], [0.4128, 1.3355, 1.2114], [-0.4962, 3.0634, 1.7013], [-2.5956, 1.9705, 1.9916], [-2.9913, -0.1807, 1.0619], [-1.6966, -0.5805, 2.2939], [-1.2683, -0.3418, 0.7392], [3.2387, -0.8379, 2.4394], [2.5928, -2.1724, 2.4504], [3.4079, -1.7218, 2.1413], [-0.6500, -2.0567, -6.5341], [0.2569, -1.1847, -7.2377], [0.0979, -2.1248, -7.1424]],
  "atomic_forces_ev_per_a": [[0.218, -0.044, -0.066], [-0.498, -1.094, -0.942], [1.505, -0.527, 0.206], [-0.136, 0.060, 0.090], [-0.141, 0.254, 0.147], [0.217, 0.573, 0.075], [-0.170, 0.275, 0.390], [-0.798, -0.321, 0.484], [-0.186, 0.809, -0.355], [0.102, 0.961, 0.081], [0.808, 0.127, -0.416], [-0.924, -1.073, 0.308], [-0.030, -0.652, 0.010], [0.577, 0.284, -0.447], [-0.545, 0.368, 0.436]],
  "mulliken_charge": [0.024, -0.141, -0.796, -0.557, 0.362, 0.235, 0.321, 0.264, 0.289, 0.317, 0.315, -0.633, 0.316, 0.316, -0.632]
}

=====

# 2
{
  "formula": "C2H9NOS2",
  "method": "ωB97M-V/def2-TZVPD",
  "homo_energy_ev": -7.84,
  "energy_ev": -27426.8688,
  "orbital_gap_ev": 8.4857,
  "de_lowest_ev": 1.225,
  "smiles": "CSS.NCO",
  "symbols": ["C", "S", "S", "H", "H", "H", "H", "N", "C", "O", "H", "H", "H", "H", "H"],
  "xyz": [[-0.9207, -0.8878, 1.5897], [-2.6530, -1.0866, 2.1448], [-3.6714, 0.1700, 0.8363], [-0.4361, -1.8738, 1.6243], [-0.6042, -0.5485, 0.5819], [-0.5145, -0.1305, 2.2348], [-2.6875, 0.2848, -0.0227], [0.7325, 0.4063, -2.0055], [1.7359, 0.6566, -1.0636], [1.4716, 0.3479, 0.3221], [0.1939, 1.1340, -2.4332], [0.3634, -0.5278, -2.0463], [2.0477, 1.7106, -1.1157], [2.6124, 0.0648, -1.3970], [2.3301, 0.2800, 0.7502]],
  "atomic_forces_ev_per_a": [[0.305, -0.104, -0.411], [0.484, -0.431, -0.670], [-0.724, 0.339, 0.381], [-0.107, 0.339, 0.688], [-1.314, -0.056, 0.271], [0.684, -0.111, 0.408], [0.513, -0.023, -0.590], [-0.611, -0.332, 0.207], [1.853, 0.362, -0.351], [-0.477, -0.033, -0.613], [-0.161, 0.052, 0.407], [-0.057, 0.108, -0.155], [-0.285, -0.171, -0.183], [-0.090, 0.094, 0.568], [-0.013, -0.032, 0.043]],
  "mulliken_charge": [-0.534, -0.060, -0.167, 0.287, -0.028, 0.337, 0.128, -0.407, -0.347, -0.485, 0.179, 0.188, 0.318, 0.303, 0.287]
}

=====

# 3
{
  "formula": "C2H9NOSi",
  "method": "ωB97M-V/def2-TZVPD",
  "homo_energy_ev": -8.35,
  "energy_ev": -13632.3733,
  "orbital_gap_ev": 9.2667,
  "de_lowest_ev": 4.849,
  "smiles": "CN(C)O[SiH3]",
  "symbols": ["C", "C", "N", "O", "Si", "H", "H", "H", "H", "H", "H", "H", "H", "H"],
  "xyz": [[0.8638, 1.2937, 0.1156], [1.4704, -0.9758, -0.1029], [0.3946, -0.0602, -0.2300], [-0.7209, -0.4987, 0.5280], [-2.4023, -0.1649, -0.0706], [0.0954, 2.0161, -0.1388], [0.8837, 1.4116, 1.1782], [1.9245, 1.3903, -0.2684], [1.5219, -1.9687, -0.7174], [2.4257, -0.5191, -0.5551], [1.8676, -1.2415, 0.9242], [-2.5091, -0.6879, -1.4043], [-2.8896, -1.1202, 0.8504], [-2.9256, 1.1255, -0.1089]],
  "atomic_forces_ev_per_a": [[-0.001, -0.859, 0.254], [3.818, -2.112, -0.791], [0.310, 0.399, -1.382], [-1.778, 1.223, -0.362], [3.994, -2.255, 0.383], [0.340, 0.354, -0.942], [0.469, -0.159, 1.206], [-1.717, 0.487, 0.080], [-1.266, 1.607, 1.084], [-1.552, -0.165, 0.496], [-1.037, 0.318, -0.498], [-0.029, -0.205, -0.801], [-1.120, -0.422, 0.887], [-0.431, 1.788, 0.384]],
  "mulliken_charge": [-0.834, -0.849, 0.040, -0.305, 0.555, 0.250, 0.370, 0.282, 0.275, 0.267, 0.326, -0.117, -0.131, -0.128]
}

=====

# 4
{
  "formula": "C2H9NOSi",
  "method": "ωB97M-V/def2-TZVPD",
  "homo_energy_ev": -7.96,
  "energy_ev": -13631.7956,
  "orbital_gap_ev": 8.7551,
  "de_lowest_ev": 5.427,
  "symbols": ["C", "C", "N", "O", "Si", "H", "H", "H", "H", "H", "H", "H", "H", "H"],
  "xyz": [[1.9754, 0.3883, -0.1681], [0.7163, -0.3764, 0.0599], [-0.4855, 0.3879, -0.0660], [0.6850, -1.5426, -0.4188], [-2.1402, -0.0046, 0.0106], [2.0439, 0.9968, 0.6717], [2.7933, -0.3318, -0.0528], [1.9937, 0.8890, -1.1046], [0.6968, -0.5927, 1.9077], [-0.2677, 1.3034, -0.3308], [-0.1590, -1.9122, -0.3105], [-2.2860, -0.7934, 1.1533], [-2.7380, -1.0268, -0.9682], [-3.0586, 1.0857, 0.2245]],
  "atomic_forces_ev_per_a": [[0.111, -2.117, 0.539], [-1.428, 3.757, 4.767], [0.748, -0.441, -0.681], [1.732, -3.437, -2.118], [-0.737, -1.475, -0.653], [0.335, 1.679, 1.061], [-0.060, 0.220, -0.392], [0.059, 0.492, -0.895], [0.271, 0.184, -2.678], [0.290, 1.586, -0.385], [-1.803, -1.166, 0.152], [-0.056, -1.031, 1.740], [0.554, 0.892, -0.096], [-0.016, 0.857, -0.362]],
  "mulliken_charge": [-1.283, 0.084, -0.057, -0.312, 0.143, 0.386, 0.339, 0.381, 0.086, 0.242, 0.315, -0.098, -0.104, -0.123]
}

=====

# 5
{
  "formula": "C2H9NOSi",
  "method": "ωB97M-V/def2-TZVPD",
  "homo_energy_ev": [-5.30, -10.40],
  "energy_ev": -13629.0969,
  "s2": 2.013,
  "multiplicity": 3,
  "orbital_gap_ev": [5.9779, 6.5259],
  "de_lowest_ev": 0.868,
  "symbols": ["C", "C", "N", "O", "Si", "H", "H", "H", "H", "H", "H", "H", "H", "H"],
  "xyz": [[1.6605, 0.1774, -0.6768], [-0.6041, -0.2843, -0.5686], [0.5094, -0.1863, 0.0232], [1.0644, 0.3383, 2.5459], [0.5563, -0.8486, 1.7785], [2.0307, 1.0163, -0.1639], [2.4967, -0.4853, -0.3970], [1.4672, 0.4547, -1.7547], [-1.3593, -0.6274, 0.0067], [-0.5502, -0.1479, -1.6663], [-1.3131, -4.2816, 1.5195], [-1.5395, -3.5070, 1.5164], [-0.7341, -1.5582, 1.8179], [1.6487, -1.7339, 1.3059]],
  "atomic_forces_ev_per_a": [[1.492, 0.401, -0.028], [-3.190, 0.774, -5.141], [3.737, -0.490, 4.593], [1.687, 4.309, 3.444], [-1.174, -3.956, -6.333], [0.612, 2.019, 0.111], [-0.183, -0.614, -1.179], [0.417, -0.786, 1.198], [-2.988, -0.906, 0.844], [-0.825, -0.427, 0.778], [-0.562, 1.855, -0.010], [0.526, -1.960, -0.011], [0.058, 0.298, 0.689], [0.393, -0.515, 1.046]],
  "mulliken_spin": [-0.002, 0.665, 0.378, 0.746, 0.007, 0.010, 0.003, 0.025, 0.024, 0.039, 0.001, -0.001, -0.006, 0.110]
}

=====

# 6
{
  "formula": "C2H9NP",
  "method": "ωB97M-V/def2-TZVPD",
  "homo_energy_ev": -14.16,
  "energy_ev": -12990.3505,
  "orbital_gap_ev": 10.5906,
  "de_lowest_ev": 0.569,
  "total_charge": 1,
  "symbols": ["C", "P", "C", "N", "H", "H", "H", "H", "H", "H", "H", "H", "H"],
  "xyz": [[-0.4690, 1.7567, -0.3051], [-0.1494, 0.3329, 0.9647], [-0.0884, -1.3932, 0.1463], [0.8570, -1.5143, -1.0286], [0.2061, 2.6835, 0.0133], [-0.0875, 1.4060, -1.3581], [-1.6216, 2.0546, -0.3768], [-1.2542, 0.3066, 1.9332], [1.0350, 0.6441, 1.7669], [0.1225, -2.2342, 0.9534], [-1.1757, -1.6135, -0.2691], [1.8413, -1.7141, -0.7424], [0.7838, -0.7151, -1.6975]],
  "atomic_forces_ev_per_a": [[0.340, 0.591, -0.390], [-0.777, 0.471, -0.096], [-0.347, -1.470, -1.031], [-0.284, 0.785, 1.522], [-1.647, -2.017, -0.598], [-0.791, 0.604, 2.077], [2.663, -0.805, 0.351], [1.090, 0.132, -0.880], [-0.999, -0.342, -0.858], [-0.303, 1.970, -1.602], [2.056, 0.716, 1.042], [-1.245, 0.500, -0.406], [0.245, -1.134, 0.869]],
  "mulliken_charge": [-0.817, 0.184, -0.424, -0.514, 0.330, 0.296, 0.338, 0.204, 0.209, 0.363, 0.323, 0.264, 0.244]
}

=====

# 7
{
  "formula": "C2H9NS",
  "method": "ωB97M-V/def2-TZVPD",
  "homo_energy_ev": -8.57,
  "energy_ev": -14540.7643,
  "orbital_gap_ev": 6.4752,
  "de_lowest_ev": 4.529,
  "symbols": ["N", "H", "H", "H", "H", "C", "C", "S", "H", "H", "H", "H", "H"],
  "xyz": [[-1.6452, -1.8713, -0.9197], [-0.9267, -1.5563, -1.5661], [-2.3506, 6.1142, -2.2426], [-1.2298, -2.4260, -0.1926], [-2.1030, -1.0644, -0.5059], [1.7402, -1.6022, 1.4086], [1.0932, -0.3511, 1.0272], [2.4049, 0.4350, 0.0889], [-2.3667, 6.4453, -2.8826], [1.7522, -1.8689, 2.4598], [2.6377, -1.9738, 0.9196], [0.8731, 0.2845, 1.8812], [0.1207, -0.5650, 0.5240]],
  "atomic_forces_ev_per_a": [[-0.250, 0.273, -0.360], [-0.123, -0.042, 0.241], [0.019, -0.371, 0.717], [0.165, -0.107, 0.173], [0.162, -0.159, -0.097], [2.025, 1.450, 0.831], [-1.864, -0.222, -1.227], [0.143, -0.962, 0.911], [-0.019, 0.371, -0.717], [0.095, 0.209, 0.348], [-0.756, -0.642, -1.103], [-0.218, -0.343, 0.429], [0.621, 0.545, -0.147]],
  "mulliken_charge": [-0.734, 0.263, -0.003, 0.235, 0.236, -0.577, -0.033, -0.272, 0.003, 0.217, 0.331, 0.282, 0.051]
}

=====

# 8
{
  "formula": "C2H9NS",
  "method": "ωB97M-V/def2-TZVPD",
  "homo_energy_ev": -8.66,
  "energy_ev": -14543.5289,
  "orbital_gap_ev": 9.5181,
  "de_lowest_ev": 1.765,
  "smiles": "[H][H].C1CS1.N",
  "symbols": ["N", "H", "H", "H", "H", "C", "C", "S", "H", "H", "H", "H", "H"],
  "xyz": [[-0.6819, -2.3998, -0.4834], [-1.0091, -3.3502, -0.2793], [1.7295, 0.7030, 2.1580], [-1.0799, -2.3329, -1.4247], [-1.3497, -1.8048, 0.0138], [0.3202, 1.9600, -0.1375], [0.2434, 0.5976, -0.6172], [-1.4133, 1.3726, -0.2291], [1.2834, 0.2165, 2.4941], [0.4696, 2.1767, 0.9127], [0.6824, 2.7929, -0.7338], [0.4254, -0.2765, -0.0093], [0.3798, 0.3449, -1.6642]],
  "atomic_forces_ev_per_a": [[-1.265, -0.491, -0.533], [0.390, 0.157, 0.465], [0.035, -0.012, 0.018], [0.523, 0.315, -0.207], [0.283, -0.056, 0.288], [-0.146, 1.003, 0.918], [-0.795, -0.841, -0.115], [0.422, -0.112, -0.762], [-0.016, -0.032, 0.040], [0.624, -0.421, -0.009], [-0.393, -0.298, -0.440], [0.292, 0.292, 0.334], [0.046, 0.497, 0.002]],
  "mulliken_charge": [-0.702, 0.250, -0.085, 0.222, 0.224, -0.428, -0.454, -0.170, 0.088, 0.222, 0.271, 0.294, 0.267]
}

=====

# 9
{
  "formula": "C2H9NS2",
  "method": "ωB97M-V/def2-TZVPD",
  "homo_energy_ev": -8.09,
  "energy_ev": -25378.7413,
  "orbital_gap_ev": 8.3838,
  "de_lowest_ev": 1.973,
  "smiles": "CNC.SS",
  "symbols": ["S", "S", "H", "H", "C", "N", "C", "H", "H", "H", "H", "H", "H", "H"],
  "xyz": [[3.2591, 0.1733, -2.3167], [2.8705, 1.3817, -0.6642], [4.0017, 1.1512, -2.9462], [2.7865, 0.4799, 0.3439], [-1.3689, 1.0015, 0.6382], [-1.6428, -0.3590, 0.1968], [-1.0839, -1.6462, 0.5442], [-0.2764, 1.1095, 0.7952], [-1.8748, 1.2398, 1.6110], [-1.6038, 1.5836, -0.2980], [-2.6864, -0.3974, 0.0653], [-1.6926, -2.3721, 1.1249], [-0.4683, -1.9334, -0.3105], [-0.2198, -1.4124, 1.2160]],
  "atomic_forces_ev_per_a": [[0.362, 0.490, -0.345], [-0.325, 0.348, 0.368], [-0.365, -0.747, 0.548], [0.314, -0.098, -0.560], [1.152, -0.830, -0.132], [-3.746, -0.145, -0.910], [2.562, 1.766, 1.444], [-0.488, 0.062, -0.031], [0.170, 0.433, -0.988], [-0.089, 0.213, 1.612], [1.708, -0.316, -0.003], [0.135, 0.346, -0.995], [-0.830, -1.315, -0.224], [-0.561, -0.208, 0.217]],
  "mulliken_charge": [-0.160, -0.180, 0.168, 0.159, -0.593, -0.312, -0.760, 0.163, 0.255, 0.265, 0.192, 0.292, 0.276, 0.234]
}